# 1
113
Properties=species:S:1:pos:R:3:forces:R:3 method="wB97M-V/def2-TZVPD" homo_ha=-0.2698 orbital_gap_ev=7.38 relative_energy_ev=1.292 total_energy_ha=-9639.26163 largest_force_ev_per_a=2.2
Ca 1.7076 -1.2501 -0.9786 -0.340 1.954 0.831
C -2.3530 5.2625 -2.5433 0.088 -0.071 0.066
N -1.2638 4.3256 -2.7367 -0.039 0.122 -0.092
C -1.3287 3.0199 -3.0260 0.049 -0.129 0.017
N -0.1246 2.4913 -3.0442 -0.001 0.037 -0.013
C 0.6638 3.5562 -2.7448 0.024 -0.019 -0.002
N 0.0220 4.6894 -2.5523 -0.058 -0.084 0.025
C -2.6063 5.5331 -1.0812 -0.029 0.007 0.006
C -2.4208 6.7936 -0.5363 -0.083 0.034 -0.004
C -2.6945 7.0249 0.8081 0.013 -0.007 0.006
C -3.1321 5.9929 1.6179 0.055 -0.010 0.040
C -3.2870 4.7168 1.0785 0.022 -0.044 0.090
C -3.0333 4.4944 -0.2656 0.001 -0.045 -0.039
C -3.7314 3.6120 1.9277 0.008 0.037 -0.125
N -3.9674 3.6022 3.1922 -0.039 -0.109 0.152
N -4.4103 2.3140 3.5006 0.115 0.216 0.012
C -4.3982 1.6588 2.3946 -0.004 -0.012 -0.083
O -3.9776 2.4126 1.3499 -0.003 -0.027 0.015
C -4.7899 0.2750 2.1422 0.005 0.034 0.049
C -5.6145 -0.3781 3.0512 -0.059 -0.011 -0.035
C -6.0025 -1.6829 2.7956 0.005 0.003 -0.017
C -5.5438 -2.3356 1.6603 0.041 -0.014 0.048
C -4.6976 -1.6902 0.7650 -0.006 -0.048 0.022
C -4.1583 -2.4558 -0.4214 0.108 -0.119 -0.072
N -2.9230 -1.9118 -0.9459 -0.085 0.187 0.136
C -1.7168 -2.0062 -0.3838 0.059 0.017 -0.072
N -0.8465 -1.2698 -1.0413 -0.175 -0.116 -0.075
C -1.6021 -0.7261 -2.0345 0.103 0.253 -0.003
N -2.8721 -1.0597 -2.0009 -0.065 -0.183 0.040
C -4.3365 -0.3746 0.9999 0.031 0.043 -0.020
H -3.2319 4.8095 -3.0028 -0.034 0.049 -0.015
H -2.1222 6.1839 -3.0743 0.041 -0.004 -0.018
H -2.2594 2.5059 -3.2186 0.026 0.023 0.022
H 1.7374 3.4941 -2.6688 -0.019 -0.007 0.011
H -2.0742 7.6040 -1.1664 0.009 -0.008 0.009
H -2.5678 8.0173 1.2205 0.008 -0.008 0.003
H -3.3566 6.1557 2.6636 0.008 0.006 0.008
H -3.1678 3.5009 -0.6763 0.048 0.001 0.005
H -5.9531 0.1469 3.9344 0.011 -0.007 -0.005
H -6.6610 -2.1954 3.4845 0.023 -0.007 0.008
H -5.8266 -3.3672 1.4819 -0.007 0.010 -0.007
H -4.8739 -2.5000 -1.2408 0.005 0.067 -0.031
H -3.9455 -3.4787 -0.1074 -0.076 -0.048 -0.062
H -1.5369 -2.6324 0.4742 0.041 0.031 -0.011
H -1.1826 -0.0735 -2.7847 0.022 0.000 0.035
H -3.6870 0.1474 0.3079 0.031 -0.014 0.014
Br 7.0850 -0.6834 3.5863 0.022 -0.012 0.016
C 5.6260 -0.4367 2.4176 0.003 0.035 0.011
C 4.3331 -0.5083 2.8974 -0.001 0.009 0.014
C 3.3027 -0.3417 1.9866 -0.080 0.081 -0.066
N 3.4987 -0.1239 0.6866 0.044 -0.115 0.030
C 4.7553 -0.0037 0.2532 -0.065 0.117 -0.121
C 5.8569 -0.1645 1.0829 0.021 0.030 0.024
C 4.9255 0.3592 -1.1865 -0.015 -0.103 0.048
C 6.0212 1.1016 -1.6092 0.043 -0.046 -0.011
C 6.1070 1.4152 -2.9529 0.005 0.000 -0.013
Br 7.5625 2.4374 -3.5811 0.035 0.012 -0.011
C 5.1267 0.9948 -3.8302 0.023 -0.030 0.000
C 4.0642 0.2750 -3.3033 -0.050 -0.041 0.028
N 3.9605 -0.0358 -2.0151 -0.179 0.366 0.130
H 4.1245 -0.6970 3.9400 0.001 0.006 0.003
H 2.2705 -0.3740 2.3146 0.008 -0.051 -0.022
H 6.8640 -0.0905 0.7002 -0.002 -0.033 -0.007
H 6.7733 1.4442 -0.9141 -0.009 0.012 0.004
H 5.1768 1.2202 -4.8853 -0.017 0.017 0.008
H 3.2525 -0.0610 -3.9372 -0.008 0.014 0.029
C 3.8914 -4.6973 -2.5610 0.015 -0.018 0.023
C 3.1003 -3.4171 -2.6615 0.007 0.102 -0.203
O 3.1621 -2.6495 -1.6945 0.664 -0.823 -0.504
C 2.3321 -3.1181 -3.8677 0.029 -0.111 0.045
C 2.4555 -3.9888 -4.9726 0.002 0.011 0.016
C 1.8092 -3.7707 -6.1607 -0.030 0.044 0.004
C 0.9848 -2.6382 -6.2759 0.003 -0.020 -0.015
C 0.8262 -1.7700 -5.2300 0.003 -0.028 -0.063
C 1.4792 -1.9660 -3.9800 0.084 0.032 0.042
O 1.2911 -1.1098 -3.0393 -0.106 -0.221 -1.132
H 4.2565 -4.7824 -1.5411 0.003 0.013 -0.002
H 4.7354 -4.6834 -3.2535 -0.014 -0.018 -0.010
H 3.2694 -5.5608 -2.7960 0.014 0.002 -0.015
H 3.0934 -4.8580 -4.8828 -0.005 0.007 -0.006
H 1.9330 -4.4527 -6.9906 -0.011 0.002 0.003
H 0.4639 -2.4486 -7.2078 0.006 0.002 0.001
H 0.1941 -0.8941 -5.3144 0.005 -0.008 0.006
C -0.3407 1.5085 4.5846 0.051 -0.011 -0.038
N -0.2598 1.4655 3.1340 -0.138 0.174 -0.106
C 0.1114 2.4205 2.2740 0.029 -0.072 0.139
S 0.4463 2.0240 0.6583 -0.067 0.033 -0.122
N 0.2490 3.7092 2.6700 0.011 -0.041 -0.056
C -0.3344 4.3924 3.8181 -0.046 -0.025 -0.070
H -0.2041 0.4889 4.9396 -0.012 -0.010 -0.018
H -1.3063 1.8678 4.9421 -0.015 0.030 -0.006
H 0.4509 2.1204 5.0118 0.035 -0.003 -0.004
H -0.2905 0.5389 2.7208 0.056 -0.024 0.052
H 0.5307 4.2892 1.8976 0.012 0.033 0.002
H 0.2601 4.2804 4.7237 0.011 -0.012 -0.002
H -1.3537 4.0627 4.0122 -0.054 -0.040 -0.003
H -0.3725 5.4527 3.5779 -0.014 0.014 -0.015
O -0.0196 -1.2888 2.7933 -0.013 -0.099 -0.032
C 0.3096 -2.2828 2.1525 0.334 0.197 -0.126
N 1.1608 -2.2937 1.0901 -0.447 -0.828 0.700
S 1.3548 -3.8071 0.5175 -0.049 -0.458 0.454
O 0.8062 -3.8572 -0.8265 0.133 0.007 0.205
O 2.6911 -4.2950 0.7141 -0.040 -0.053 -0.079
C 0.2809 -4.6151 1.6608 -0.067 -0.130 -0.021
C -0.0288 -5.9541 1.8022 -0.038 0.026 -0.016
C -0.8886 -6.2942 2.8391 -0.005 0.005 0.028
C -1.4168 -5.3195 3.6868 0.011 0.000 -0.028
C -1.0883 -3.9797 3.5255 -0.029 -0.034 -0.014
C -0.2180 -3.6485 2.5020 0.006 0.102 -0.001
H 0.3782 -6.7041 1.1372 0.018 0.011 0.014
H -1.1470 -7.3336 2.9951 -0.028 0.011 -0.005
H -2.0860 -5.6159 4.4842 -0.002 -0.006 -0.009
H -1.4909 -3.2064 4.1666 0.029 -0.011 0.024

# 2
108
Properties=species:S:1:pos:R:3:forces:R:3 method="wB97M-V/def2-TZVPD" homo_ha=-0.2268 orbital_gap_ev=6.18 relative_energy_ev=0.468 total_energy_ha=-5961.38115 largest_force_ev_per_a=1.5
Ba -0.0518 0.9917 1.1803 -0.873 0.683 0.418
Cl -6.0624 -2.4281 3.2025 0.609 0.249 0.090
C -4.4871 -1.6473 3.2192 -0.332 -0.054 0.553
C -3.7894 -1.4571 4.4251 -0.284 -0.366 -0.406
Cl -4.3963 -2.1078 5.9199 0.048 0.102 -0.270
C -2.5768 -0.7749 4.3937 0.257 0.476 -0.259
Cl -1.6052 -0.5346 5.8326 -0.484 -0.228 -0.180
C -2.0446 -0.1721 3.2249 -0.535 -0.733 0.327
O -0.9530 0.5510 3.3493 0.023 -0.102 -0.806
C -2.7211 -0.4561 1.9690 -0.520 -0.276 0.066
O -2.3280 -0.0717 0.7679 1.021 0.282 0.838
C -3.9456 -1.1559 2.0388 0.184 0.219 -0.151
Cl -4.7995 -1.2671 0.5118 0.000 -0.252 0.476
C 6.0284 -4.7975 -0.1436 -0.134 -0.393 0.269
S 4.8073 -4.8748 1.1934 0.366 -0.037 0.043
C 4.9161 -3.1616 1.8236 -0.021 -0.497 0.162
C 3.6483 -2.4147 1.5060 -0.138 -0.181 -0.667
C 3.3600 -2.4299 -0.0047 -0.978 0.456 0.639
N 2.2601 -1.4807 -0.2954 0.195 -0.222 -0.510
P 2.5418 0.2172 -0.1517 0.201 -0.126 0.532
C 4.3177 0.5090 -0.0349 0.206 -0.169 -0.022
C 5.1819 0.2526 -1.0967 -0.183 -0.145 -0.359
C 6.5305 0.5220 -0.9706 0.153 0.031 0.542
C 6.9980 1.0542 0.2341 0.276 0.212 0.005
C 6.1482 1.3492 1.3003 0.144 -0.259 -0.624
C 4.8029 1.0583 1.1555 -0.156 -0.155 -0.174
C 2.1060 1.0009 -1.7202 -0.104 0.266 0.003
C 2.0735 2.4112 -1.7278 0.292 -0.496 -0.345
C 1.7593 3.0887 -2.8933 -0.045 -0.063 -0.142
C 1.4002 2.3681 -4.0351 0.110 -0.012 0.361
C 1.3147 0.9843 -3.9818 0.286 0.418 -0.388
C 1.6911 0.2965 -2.8368 -0.228 -0.159 -0.300
P 0.5693 -1.8448 -0.1041 0.188 0.165 0.178
C -0.0465 -2.5287 -1.6633 0.384 -0.299 -0.198
C 0.7814 -3.1536 -2.6066 0.073 0.068 -0.041
C 0.2542 -3.6483 -3.7927 -0.612 0.163 0.548
C -1.1260 -3.5459 -3.9827 -0.198 -0.247 -0.921
C -1.9591 -2.9271 -3.0581 0.272 -0.285 0.076
C -1.4192 -2.4049 -1.8849 0.208 -0.212 -0.333
C 0.4899 -3.2653 1.0436 0.229 0.081 -0.397
C 0.2001 -2.9995 2.3791 0.022 -0.174 0.370
C 0.2670 -4.0327 3.3208 -0.216 0.607 0.240
C 0.5957 -5.3136 2.9120 0.231 -0.308 0.465
C 0.8916 -5.5821 1.5828 -0.198 0.306 -0.299
C 0.8209 -4.5625 0.6402 -0.105 -0.075 0.437
H 6.0755 -5.8107 -0.5497 0.055 0.176 -0.079
H 7.0038 -4.5316 0.2484 0.156 -0.006 0.067
H 5.7545 -4.0970 -0.9223 -0.165 0.088 -0.181
H 5.8066 -2.7133 1.3757 -0.092 0.098 0.104
H 5.0389 -3.2193 2.9034 0.229 0.009 0.017
H 3.7147 -1.3795 1.8458 0.020 -0.007 0.104
H 2.7974 -2.8907 2.0049 0.186 0.159 0.076
H 3.0325 -3.4223 -0.3036 0.164 -0.053 -0.085
H 4.2431 -2.1517 -0.5577 0.308 0.039 -0.320
H 4.7791 -0.1654 -2.0254 0.156 0.179 0.272
H 7.2275 0.3025 -1.7721 -0.100 0.070 0.046
H 8.0566 1.2647 0.3323 -0.012 -0.003 0.009
H 6.5268 1.7912 2.2120 0.033 -0.054 -0.021
H 4.1144 1.2363 1.9701 -0.075 0.078 0.057
H 2.3694 2.9719 -0.8481 0.018 -0.051 0.048
H 1.7837 4.1756 -2.9061 -0.016 -0.162 -0.035
H 1.1745 2.8791 -4.9617 -0.081 0.068 0.056
H 1.0059 0.4668 -4.8809 -0.043 -0.217 0.119
H 1.6332 -0.7869 -2.8326 0.126 0.151 0.107
H 1.8538 -3.2365 -2.4223 -0.215 0.061 0.029
H 0.8783 -4.1401 -4.5245 0.043 0.021 -0.035
H -1.5752 -3.9556 -4.9050 0.304 0.236 0.572
H -3.0255 -2.9164 -3.2530 0.050 0.196 0.121
H -2.0401 -1.9162 -1.1465 -0.131 0.094 0.125
H -0.0676 -1.9902 2.6999 0.036 -0.224 -0.021
H 0.0696 -3.8158 4.3814 0.005 -0.130 -0.608
H 0.6465 -6.1088 3.6603 -0.012 0.203 -0.300
H 1.1643 -6.5748 1.2618 0.014 -0.152 0.046
H 1.0163 -4.7889 -0.3988 0.040 0.062 -0.081
Cl 0.3638 4.2198 0.6069 -0.746 0.504 0.122
C -1.1653 5.1366 0.8300 -0.043 -0.085 -0.127
C -1.0593 6.4776 1.1432 0.051 -0.210 0.073
C -2.2290 7.2026 1.3038 0.032 1.430 0.436
C -3.4968 6.6550 1.1666 0.614 -0.497 -0.223
C -3.5634 5.3054 0.8468 0.152 0.116 0.076
C -2.4101 4.5272 0.6658 -0.166 -0.135 -0.107
P -2.5150 2.7079 0.4604 0.519 -0.007 0.079
C -2.2963 2.4388 -1.3428 0.437 0.709 -0.126
C -2.5526 1.2082 -1.9428 -0.357 -0.227 0.298
C -2.3974 1.0386 -3.3141 -0.136 0.292 0.365
C -1.9861 2.0983 -4.1089 0.139 -0.314 -0.064
C -1.6319 3.3004 -3.5131 -0.284 -0.085 0.156
C -1.7694 3.4631 -2.1379 -0.281 0.191 -0.334
C -4.2278 2.3284 0.8093 -0.043 0.026 -0.435
C -5.1782 2.3493 -0.2129 -0.396 -0.016 0.052
C -6.5052 2.0692 0.0800 0.265 0.080 0.406
C -6.8531 1.7643 1.3926 -0.547 -0.061 0.079
C -5.9094 1.7195 2.4043 0.472 0.016 0.137
C -4.5742 2.0010 2.1129 -0.329 -0.099 0.216
H -0.0893 6.9362 1.3055 -0.146 -0.035 -0.106
H -2.1213 8.2609 1.5861 -0.120 -0.508 -0.186
H -4.3996 7.2439 1.2936 0.196 -0.054 0.038
H -4.5303 4.8332 0.7712 -0.069 -0.141 -0.111
H -2.9472 0.4187 -1.3076 0.106 -0.078 -0.158
H -2.6491 0.0874 -3.7489 -0.013 -0.215 -0.157
H -1.9253 1.9381 -5.1824 0.078 0.232 0.107
H -1.2966 4.1339 -4.1138 0.078 0.037 -0.048
H -1.5445 4.4409 -1.7208 -0.008 -0.170 0.036
H -4.8841 2.5775 -1.2335 -0.005 0.011 0.144
H -7.2764 2.0972 -0.6754 0.050 -0.022 -0.152
H -7.8973 1.5590 1.6230 0.204 -0.035 -0.007
H -6.1657 1.4429 3.4247 -0.139 0.044 -0.231
H -3.8197 1.9286 2.9014 -0.201 0.115 -0.305

# 3
21
Properties=species:S:1:pos:R:3:forces:R:3 method="wB97M-V/def2-TZVPD" homo_ha=-0.2506 orbital_gap_ev=5.67 relative_energy_ev=7.395 total_energy_ha=-274.84448 largest_force_ev_per_a=4.9
C -2.6837 0.1145 -0.6329 -1.481 -0.410 -0.327
C -1.2671 0.4031 -0.1700 -1.151 1.267 3.567
C -0.7262 -0.5332 0.9724 -1.223 0.649 -2.223
C 0.7046 -0.2120 1.2881 0.556 -1.057 1.275
C 1.6161 1.3503 -0.3920 1.270 -2.647 -0.455
C 1.4121 -0.0337 -0.0261 0.577 4.772 0.733
C 1.6018 -1.1540 -0.7910 0.667 1.583 -2.963
H -2.9517 0.5823 -1.6203 0.587 -0.439 0.792
H -3.5118 0.5048 0.0469 1.297 -0.628 -0.459
H -2.8135 -1.0147 -0.7500 0.069 1.456 0.129
H -1.0502 1.4432 0.2039 -0.771 -0.856 -0.606
H -0.6235 0.3279 -1.0764 1.075 0.092 -1.124
H -0.9604 -1.5853 0.7675 0.404 0.163 -0.164
H -1.3271 -0.2376 1.7925 -0.853 0.061 1.070
H 0.7287 0.6649 1.9366 0.150 0.266 -0.348
H 1.0593 -1.0341 1.9683 0.234 0.502 -0.902
H 1.7327 2.0619 0.4073 -0.461 0.167 0.251
H 2.1723 1.6831 -1.3343 -1.168 -0.830 1.065
H 1.9057 -1.9705 -0.1766 -0.426 -1.320 -0.409
H -0.3712 -0.1305 -1.8623 0.958 -1.755 -0.278
H 2.0651 -0.9051 -1.7944 -0.309 -1.037 1.376